Here is 7 unconnected molecules or ions with the total composition C26H46NO14S5 at a distorted geometry from OMol25. Energies are from wB97M-V/def2-TZVPD.

XYZ file:
```
92
Properties=species:S:1:pos:R:3:mulliken_charge:R:1
S -2.6357 -1.6287 2.8446 1.08
S 0.4026 3.5497 -1.6525 1.10
S 3.8315 -0.5698 -4.0499 1.09
S -2.7378 2.8561 1.3549 1.20
S 2.0520 -0.8530 1.2202 1.18
O -2.1897 2.3602 0.1146 -0.97
O -1.2881 -6.2710 -3.5970 -0.75
O -2.5851 -0.8872 1.5814 -0.65
O 0.3544 -6.6373 -1.2908 -0.76
O -2.8506 -3.0451 2.8959 -0.74
O 4.4812 -1.3345 -5.0756 -0.74
O 1.7332 -0.2268 -0.0554 -0.31
O -0.1649 4.8302 -1.3145 -0.75
O -2.0165 -1.8768 -2.3658 -0.97
O 4.4370 0.5802 -3.3779 -0.61
O -0.0537 -2.1068 -0.4272 -0.16
O 1.5743 -0.2849 2.4715 -0.87
O -0.4742 2.4754 -2.0705 -0.57
O -2.2292 2.3512 2.6138 -0.76
N -1.0677 -0.0572 -0.7383 1.40
C 2.1455 0.0143 -4.6151 -0.99
C 1.6893 -1.8000 -2.9456 1.91
C 4.2593 -2.3284 1.8755 -0.80
C -1.0894 -5.3439 -2.7573 0.19
C -0.1054 -5.5128 -1.6058 0.24
C -1.2040 -1.0874 3.8170 -0.34
C -0.3910 -3.1406 -1.0728 0.23
C 1.1861 -0.5114 -3.5597 0.10
C 1.8603 -2.6719 1.1837 -0.42
C -4.5580 2.7604 1.3162 -0.87
C -4.1376 5.1033 1.5899 -0.71
C 3.0429 3.5285 -2.1324 -0.90
C 2.9857 -3.1664 2.0604 -1.22
C -1.6925 -4.1245 -3.0083 -0.83
C 3.8685 -0.9156 1.4034 -0.63
C -1.4877 -2.9927 -2.1833 0.67
C 1.5026 2.9108 -0.2833 -0.52
C 3.2084 -1.6749 -2.7311 -0.47
C -1.7060 -0.6888 5.2065 -0.85
C -5.0537 4.1272 0.8319 -0.59
C -3.8746 -0.8554 3.9767 -0.96
C -2.6970 4.6916 1.3359 -0.61
C 1.7131 3.7503 -2.8993 -0.62
C 2.7294 2.4764 -1.0437 0.38
C -3.0917 -0.0190 5.0111 -0.31
C 0.2484 -4.3876 -0.8681 -0.69
H -4.2593 6.1448 1.2883 0.37
H -4.8864 2.6575 2.3556 0.33
H -3.0210 0.9783 4.5845 0.13
H 1.4580 -2.6408 -3.5991 0.64
H 1.6373 3.8460 0.2638 0.49
H -2.4030 5.0977 0.3672 0.23
H 1.2290 -1.9253 -1.9660 -2.21
H 0.9314 -4.4923 -0.0358 0.51
H -2.3715 -3.9834 -3.8378 0.38
H -0.0956 -0.3484 -0.6451 -0.75
H 1.5911 2.9609 -3.6356 0.10
H -1.6549 -0.5872 -0.0855 0.47
H -1.4233 -0.4048 -1.6438 0.57
H 2.6358 -3.0847 3.0954 0.34
H 1.9588 -0.5071 -5.5596 0.39
H 0.8387 -2.9189 1.4558 0.95
H 3.6122 2.3856 -0.4056 0.50
H 4.2272 -0.0492 1.9511 0.58
H 4.8524 -2.7947 1.0846 0.36
H 4.9388 -2.3668 2.7246 0.32
H 3.4116 4.3613 -1.5319 0.37
H 3.1743 -4.2270 1.9002 0.45
H 3.8486 3.1503 -2.7575 0.40
H -4.5522 -0.2390 3.3930 0.33
H -0.4299 -1.8378 3.6828 0.50
H -4.8508 4.2146 -0.2411 0.28
H -0.9150 -0.1463 3.3462 0.09
H 0.9713 2.1565 0.2881 0.14
H 0.1448 -0.5690 -3.8713 0.78
H -1.7497 -1.5869 5.8257 0.35
H 1.2303 0.2667 -2.7844 -0.62
H -1.0516 0.0259 5.7026 0.34
H -4.4126 5.0578 2.6472 0.28
H -1.2947 0.9271 -0.5685 0.09
H -1.9490 5.0543 2.0378 0.45
H 3.4327 -1.1566 -1.8027 -0.39
H 4.1232 -0.7641 0.3514 0.10
H -3.6700 -0.0752 5.9316 0.37
H 2.5806 1.4596 -1.4122 -0.56
H 1.6621 4.7444 -3.3351 0.46
H -4.3151 -1.7684 4.3731 0.44
H 3.7496 -2.5973 -2.9264 0.69
H 2.2286 1.0653 -4.8771 0.44
H 2.0348 -2.9909 0.1548 -0.21
H -6.1311 4.2588 0.8959 0.38
H -4.9903 1.8835 0.8374 0.52
```

Summary:
HOMO, eV: -3.423
Calculated total energy, eV: -112037.7630
Orbital gap, eV: 5.0
Net charge: -1
Energy relative to the best compared isomer or geometry (same formula, charge and spin), eV: 0.0000

---

Here is 5 unconnected molecules or ions with the total composition C26H46NO15 at a distorted geometry from OMol25. Energies are from wB97M-V/def2-TZVPD.

XYZ file:
```
88
Properties=species:S:1:pos:R:3:mulliken_charge:R:1
O -9.4983 -2.2242 -0.7805 -0.16
O -1.3543 -0.1891 -1.6903 -0.28
O 0.7515 2.5962 0.6144 -0.44
O 8.8085 -2.4284 1.5394 -0.31
O 3.3614 1.9863 1.1050 -0.33
O -6.1307 1.9791 -0.1640 -0.34
O 9.8966 -0.8547 0.3993 -0.33
O -2.2858 -1.2484 -3.4146 -0.35
O 5.7302 2.8023 1.7448 -0.40
O -0.4534 -2.1169 -2.4261 -0.54
O -6.3955 1.0072 -2.1782 -0.56
O 7.6695 -1.0836 0.1368 -0.55
O -10.3176 -2.1530 1.3143 -0.60
O -7.5764 0.3010 -0.3924 -0.20
O -11.3202 -3.4001 -0.2743 -0.35
N 2.6559 1.1165 0.2876 1.14
C 2.4191 -1.3102 0.2389 -0.53
C 6.4538 0.7366 2.6239 -0.82
C 2.5159 -0.1152 1.1646 -0.43
C -11.2031 -3.4135 -1.7058 -0.54
C 6.6324 1.7211 1.4783 0.02
C 10.8257 -1.3592 1.3814 0.52
C -6.6803 1.0847 -1.0215 0.57
C -6.9113 1.9389 1.0440 -0.56
C -2.3155 0.7287 -2.2596 0.61
C -9.4104 -2.4167 -3.2077 -1.41
C 8.6951 -1.4228 0.6429 0.65
C 3.7476 3.2095 0.4377 -0.23
C 1.2116 1.4900 -0.0564 -0.58
C 12.2299 -1.4205 0.8360 -1.47
C 0.2954 2.3396 1.9473 -0.69
C -7.4397 0.5243 1.0293 0.59
C -10.3736 -2.5567 0.1935 0.63
C 10.2113 -2.7020 1.6941 -0.51
C -3.0109 1.5388 -1.1979 -1.40
C 3.3774 0.5627 -0.9048 -0.39
C 5.2566 3.4273 0.5786 -0.88
C -1.2881 -1.2716 -2.5108 0.54
C -3.2161 -0.2264 -3.0053 -0.45
C -9.7404 -3.0945 -1.9017 0.46
C -8.7450 0.3286 1.7577 -1.34
C 3.4266 -0.9694 -0.8746 -0.71
H 12.9030 -1.8760 1.5617 0.39
H -11.8620 -2.6432 -2.1126 0.32
H 3.4167 3.2743 -0.5957 0.36
H 7.6629 2.0607 1.3878 0.43
H -3.9743 -0.6817 -2.3661 0.27
H -6.2917 2.1546 1.9111 0.36
H 4.4188 0.8819 -0.8827 0.07
H 3.4573 -0.2501 1.6872 0.06
H 3.2510 4.0184 0.9626 0.33
H 1.4402 -1.3181 -0.2533 0.06
H -3.4651 0.8870 -0.4508 0.28
H 0.5373 0.6572 0.1281 0.48
H 12.2605 -1.9976 -0.0888 0.36
H -9.9473 -1.4720 -3.2991 0.34
H -1.7801 1.3865 -2.9504 0.19
H 1.1309 1.7079 -1.1154 0.15
H 10.4276 -3.0500 2.7007 0.32
H -6.6894 -0.1787 1.4038 0.20
H 1.1494 2.1000 2.5800 0.27
H 5.4039 4.5006 0.7038 0.44
H 10.4929 -3.4744 0.9755 0.32
H -3.6994 0.2236 -3.8675 0.35
H 1.6867 -0.1110 1.8564 0.43
H 5.7998 3.1503 -0.3238 0.38
H 3.0243 0.9727 -1.8429 0.42
H -11.4900 -4.3820 -2.1072 0.32
H -2.3035 2.1847 -0.6732 0.36
H -9.6727 -3.0583 -4.0488 0.40
H -9.1229 -3.9873 -1.7704 0.23
H 6.3211 1.2022 0.5734 0.10
H -0.1433 3.2507 2.3257 0.31
H -0.3987 1.4992 1.9773 0.30
H -3.7881 2.1598 -1.6402 0.41
H 4.3871 -1.2548 -0.4552 0.21
H 6.7559 1.1738 3.5663 0.36
H -7.7009 2.6889 0.9682 0.31
H 3.2419 -1.4198 -1.8353 0.43
H 12.5947 -0.4207 0.6033 0.36
H 5.3934 0.5070 2.6549 0.02
H -9.0938 -0.7115 1.6837 0.26
H 6.9965 -0.1762 2.4019 0.13
H -9.5254 0.9566 1.3236 0.35
H 10.7846 -0.6964 2.2500 0.25
H 2.4824 -2.2775 0.7191 0.55
H -8.6306 0.5835 2.8127 0.40
H -8.3467 -2.1869 -3.2624 0.32
```

Summary:
HOMO, eV: -12.289
Calculated total energy, eV: -59902.7563
Orbital gap, eV: 10.5
Net charge: +1

---

Here is a molecular structure, C26H47BBrN9O5P2 at a distorted geometry from OMol25. Energies are from wB97M-V/def2-TZVPD.

XYZ file:
```
91
Properties=species:S:1:pos:R:3:mulliken_charge:R:1
Br -4.5583 3.6138 4.2534 -0.19
P -4.0608 -1.3551 0.6735 -0.03
P -1.5101 -0.0085 0.4537 0.46
O -0.0207 -0.3151 0.9023 -0.46
O -2.0864 0.9831 1.5453 0.49
O 0.5366 -2.5920 0.6646 -0.47
O -1.5156 0.5092 -0.9180 -0.85
O -2.3396 -1.3394 0.5754 0.44
N 3.5553 -2.7923 -0.3405 -0.50
N 0.0858 -6.8300 -2.3811 -0.45
N 4.7994 9.4021 -2.1323 -0.41
N 0.9384 -0.1637 6.9521 -0.36
N 1.7669 0.1521 -4.8629 -0.36
N -4.4960 -4.7986 0.4166 -0.43
N -3.2895 -7.3685 -4.1714 -0.47
N 1.7944 4.6426 -1.5468 -0.43
N 10.5718 8.9025 -1.9992 -0.36
C 3.0759 1.2030 7.5365 -0.81
C 3.2273 -3.8932 -0.3509 0.49
C 0.0511 -4.5131 -3.5727 -0.85
C -0.0435 -0.5177 3.9170 -0.58
C -1.6562 2.3494 1.4656 -0.57
C -2.3909 -8.9706 -2.3259 -0.84
C -4.7053 0.0511 -0.3082 -1.14
C 2.7046 -5.2499 -0.3810 -0.65
C -4.0903 -4.7968 -0.6555 0.29
C -2.8921 2.8484 3.5808 -0.46
C 1.1811 2.1146 -1.6454 0.08
C 9.4555 9.1446 -2.1011 0.23
C 4.5455 8.2842 -2.1796 0.34
C -4.4297 -0.7995 2.3981 0.13
C 1.5310 3.5264 -1.5909 0.41
C 1.6554 1.1434 -5.4325 0.34
C 1.5153 2.4037 -6.1496 -0.78
C 0.0656 -1.7953 3.0683 -0.64
C 4.2190 6.8656 -2.2394 -0.70
C -5.6153 -1.6579 2.8779 -1.33
C -2.7245 3.2091 2.1172 -0.88
C 8.0355 9.4481 -2.2328 -0.53
C 0.0685 -5.8132 -2.9122 0.47
C -3.5321 -4.8064 -1.9995 -0.30
C -2.8962 -8.0752 -3.3579 0.44
C 1.8793 0.4390 7.2100 0.39
B 0.1918 -1.5814 1.5233 0.35
H 7.7027 10.0503 -1.3914 0.30
H 3.4862 -5.9652 -0.1353 0.35
H -5.2892 -2.5688 3.3650 0.36
H -4.8802 -0.2689 -1.3280 0.34
H 2.4988 2.7945 -6.4008 0.27
H 0.9489 2.2444 -7.0643 0.28
H 0.9945 -2.2990 3.3400 0.35
H -5.6828 0.2560 0.1317 0.42
H -0.2896 -3.7502 -2.8749 0.15
H -2.1012 3.2932 4.1703 0.43
H 0.3245 1.9164 -1.0080 -0.45
H 3.4395 0.9138 8.5199 0.28
H -2.6544 -5.4476 -2.0289 -0.25
H -4.1366 0.9742 -0.2703 0.21
H 7.8571 9.9979 -3.1536 0.28
H -4.7529 0.2384 2.3959 0.09
H 2.0227 1.5130 -1.3070 0.26
H 0.9920 3.1266 -5.5268 0.28
H -2.9503 1.7795 3.7231 0.20
H 2.8444 2.2658 7.5397 0.27
H 0.9089 -0.2545 4.3589 0.19
H 3.8503 1.0083 6.7978 0.27
H 2.3233 -5.4607 -1.3764 0.09
H 3.3576 6.6499 -1.6122 0.27
H -4.2646 -5.1828 -2.7091 0.40
H -0.7325 -0.6536 4.7438 0.37
H 5.0670 6.2779 -1.8929 0.29
H 0.9340 1.8275 -2.6646 0.01
H -1.3989 -9.3235 -2.5989 0.28
H 7.4606 8.5274 -2.2544 0.03
H 1.8914 -5.3406 0.3362 0.25
H -2.4361 4.2477 1.9898 0.43
H -0.3912 0.3429 3.3537 -0.12
H -6.1962 -1.9801 2.0124 0.34
H -3.6542 3.0063 1.5922 0.34
H 1.0516 -4.2583 -3.9164 0.39
H -3.5450 -0.9416 3.0092 0.13
H -1.5285 2.6759 0.4370 0.30
H -3.0591 -9.8222 -2.2199 0.34
H -0.7273 -2.5064 3.2893 0.40
H -0.6217 -4.5438 -4.4270 0.36
H -0.6929 2.4659 1.9629 0.32
H -6.2922 -1.0821 3.4987 0.37
H -3.2437 -3.7945 -2.2820 0.27
H 3.9849 6.5848 -3.2636 0.27
H -2.3321 -8.4424 -1.3762 0.27
H 1.3148 -2.2943 0.1716 0.16
```

Summary:
HOMO, eV: -8.790
Calculated total energy, eV: -140672.9256
Orbital gap, eV: 9.1

---

Here is a molecular structure, C26H47FN4O3S at a distorted geometry from OMol25. Energies are from wB97M-V/def2-TZVPD.

XYZ file:
```
82
Properties=species:S:1:pos:R:3:mulliken_charge:R:1
S 4.0084 5.5576 -0.2785 0.03
F 0.8642 -0.2501 0.7222 -0.29
O -4.0987 -5.9469 -2.0514 -0.36
O -5.2949 -2.0154 0.0118 -0.43
O 2.7080 1.2736 -0.8639 -0.40
N -2.7707 -3.5253 -1.0033 -0.07
N 2.6548 5.8042 0.5430 -0.67
N 3.8556 4.0186 -0.6509 -0.57
N -1.3450 6.0725 -0.1490 -0.39
C 0.8752 2.1281 0.2874 -0.46
C -1.1739 2.8853 1.5966 -1.20
C 0.1255 0.5249 -1.4765 -0.85
C 0.2176 0.7884 0.0519 0.03
C 1.9905 4.6399 0.5576 1.07
C 2.1201 -2.5145 1.1363 -1.43
C 0.1786 3.1841 1.0007 0.85
C -2.8079 -5.9271 -1.4543 -0.78
C 4.6149 -2.6790 0.6687 -1.65
C 0.0999 5.5878 1.8522 -1.52
C -4.1124 -5.6052 -3.4220 -0.72
C -4.1420 -2.3135 0.7742 -0.78
C 0.6686 -0.8190 -1.9599 -0.96
C 2.6990 3.6072 -0.1194 0.18
C 3.3575 -1.7971 0.5660 1.55
C 2.1254 2.3040 -0.2075 0.65
C -2.8676 -2.4242 -0.0517 -0.43
C 0.7178 4.4188 1.1456 0.18
C 4.1023 0.9774 -0.7350 -1.39
C -2.7232 -4.8489 -0.3987 -0.34
C 4.9669 1.5840 1.6127 -2.01
C -5.9988 -3.1297 -0.5019 -0.55
C 3.5699 -0.4694 1.2919 -1.30
C 4.5641 0.4858 0.6304 1.06
C -0.4932 6.6310 0.8973 -0.76
C -2.3313 2.9226 0.5816 -1.09
H -2.7646 -1.4983 -0.6255 0.28
H -3.5623 -3.4848 -1.6329 0.07
H 1.2898 -2.4770 0.4358 0.11
H -3.8094 -4.5660 -3.5916 0.29
H -2.0668 3.4892 -0.3066 0.33
H -2.0365 -5.7776 -2.2151 0.40
H 5.5159 -2.0997 0.8616 0.33
H -0.9192 0.5910 -1.7783 0.59
H -7.0483 -2.8464 -0.5800 0.28
H -0.1294 -1.5573 -1.9917 0.21
H 1.8028 -2.0415 2.0625 0.29
H -4.0136 -1.4745 1.4640 0.41
H -5.6515 -3.4165 -1.4988 0.19
H -2.3129 6.3309 -0.0535 0.19
H -1.7787 -4.9551 0.1428 0.36
H -3.4541 -6.2598 -4.0018 0.36
H -1.0383 7.3681 1.4862 0.42
H 1.5219 -1.1670 -1.3906 0.06
H -0.8002 0.7961 0.4094 0.47
H 5.5062 1.1386 2.4465 0.54
H -2.6291 1.9203 0.2826 0.23
H 4.7877 -3.2346 -0.2507 0.37
H -3.2125 3.3732 1.0319 0.35
H 4.0814 2.0550 2.0443 0.29
H 0.9914 -0.6777 -2.9907 0.38
H 0.6417 1.3220 -1.9990 0.33
H -1.1308 1.8911 2.0397 0.54
H -2.6396 -6.9007 -0.9852 0.40
H -1.0228 6.3028 -1.0736 0.19
H -5.9177 -3.9956 0.1609 0.28
H -2.0057 -2.4724 0.6219 0.27
H -5.1332 -5.7358 -3.7763 0.24
H 2.3273 -3.5642 1.3305 0.49
H -0.6202 5.2823 2.6058 0.49
H -4.3135 -3.2043 1.3905 0.40
H 5.5693 2.3591 1.1496 0.38
H 2.6234 0.0535 1.4350 0.02
H 4.7079 1.8135 -1.0675 0.53
H 4.2557 0.1753 -1.4535 0.52
H 3.9479 -0.6939 2.2940 0.65
H 4.5187 -3.3910 1.4857 0.41
H 0.3483 7.1459 0.4394 0.37
H 3.1803 -1.5922 -0.4896 -0.19
H 0.9098 6.0947 2.3790 0.43
H 5.4669 -0.0876 0.4095 0.55
H -3.5403 -5.0206 0.3166 0.23
H -1.3679 3.5592 2.4229 0.42
```

Summary:
HOMO, eV: -8.174
Calculated total energy, eV: -53378.2858
Orbital gap, eV: 7.9
Energy relative to the best compared isomer or geometry (same formula, charge and spin), eV: 0.0000

---

Here is a molecular structure, C26H48AuF6GeN2PSbSi3 at a distorted geometry from OMol25. Energies are from wB97M-V/def2-TZVPD.

XYZ file:
```
89
Properties=species:S:1:pos:R:3:lowdin_spin:R:1
Au -0.2913 0.2331 -1.2840 0.14
Sb 1.6204 1.2066 1.0892 0.55
Ge 0.2789 -2.6208 -3.2584 0.02
P -2.9598 0.2727 -3.7081 0.00
Si 1.2449 3.4109 -1.7310 -0.02
Si 1.8522 -1.9220 2.4912 0.01
Si 0.1338 0.5230 3.9046 0.02
F -2.1322 1.3962 -2.8347 0.01
F -3.9826 0.1073 -2.4568 0.00
F -1.8545 0.4270 -4.8735 0.00
F -3.8700 1.4236 -4.3446 0.00
F -2.0130 -0.9022 -3.0030 0.02
F -3.7219 -0.8769 -4.5222 0.00
N -1.7650 1.7049 -0.0691 -0.03
N -1.1773 -0.8523 0.5901 0.03
C -1.1841 3.9412 0.4876 -0.01
C -2.5057 4.2053 0.7878 0.00
C 3.6289 -1.2967 2.1886 0.01
C -0.8099 -0.3503 5.3244 0.00
C 2.3865 -0.9951 -1.9873 0.05
C -3.1292 -2.1361 1.0382 0.00
C -1.0261 1.9472 3.3842 0.02
C 1.8889 -3.8168 -3.4107 0.01
C 0.5597 -0.4948 2.3048 0.03
C -0.8444 2.6702 0.0142 -0.01
C -0.6799 -1.0946 1.7962 0.00
C 1.7387 1.1886 4.7038 0.01
C 2.1385 4.8447 -0.8181 -0.01
C -3.4597 3.2074 0.6188 -0.01
C 2.6020 2.5541 -2.7504 0.00
C -0.9025 -3.5767 -1.9690 0.00
C -2.3683 -1.3226 0.2289 0.00
C 0.4414 2.2424 -0.4801 -0.17
C -2.5840 -2.5065 2.2623 0.00
C 1.4012 -3.2727 1.2266 0.00
C -0.1315 4.0436 -2.8730 0.00
C -0.4689 -2.5155 -5.0921 0.00
C -3.0284 1.9573 0.2014 0.00
C 1.0117 -0.8813 -2.5908 0.21
C 1.8413 -2.7063 4.2382 0.00
C -1.3683 -1.9860 2.6388 0.00
H -0.6524 3.2074 -3.3271 0.00
H -4.0981 -2.4815 0.7196 0.00
H -1.8325 -0.5771 5.0407 0.00
H 2.2938 1.8373 4.0311 0.01
H -0.4168 4.6886 0.6043 0.00
H -1.5960 -2.8946 -1.4955 0.00
H 3.8296 -0.3713 2.7212 0.00
H 3.8116 -1.1192 1.1330 0.01
H 0.2149 -1.9871 -5.7496 0.00
H 2.3900 -3.9454 -2.4572 0.00
H 0.9325 -3.2674 4.4322 0.00
H -1.6473 2.2761 4.2112 0.00
H 2.7509 4.4693 -0.0020 0.00
H 2.6675 -3.4038 4.3386 0.00
H -0.6092 -3.5263 -5.4676 0.00
H -4.5061 3.3886 0.8085 0.00
H 3.1010 -1.3307 -2.7433 0.01
H 1.4936 1.7646 5.5901 0.00
H 1.4483 5.5755 -0.4118 0.00
H -3.7087 1.1263 0.0716 0.00
H -2.7978 5.1828 1.1439 0.00
H 2.7473 -0.0442 -1.5892 0.02
H 2.7905 5.3650 -1.5115 0.00
H 0.2631 4.6626 -3.6731 0.00
H -2.7083 -1.0139 -0.7436 0.00
H 2.2130 1.7054 -3.2982 0.00
H 2.3971 0.3836 5.0114 0.00
H -0.3383 -1.2652 5.6642 0.00
H -1.4215 -2.0070 -5.1185 0.00
H -0.8540 0.3242 6.1754 0.00
H 2.2508 -3.9037 0.9851 0.00
H -3.1092 -3.1866 2.9166 0.00
H -0.8711 4.6225 -2.3289 0.00
H 2.6104 -3.4330 -4.1266 0.00
H 1.0349 -2.8395 0.2995 0.00
H 2.3951 -1.7288 -1.1841 0.00
H 0.6182 -3.9181 1.6113 0.00
H 3.0008 3.2523 -3.4789 0.00
H 4.3513 -2.0327 2.5264 0.00
H 1.5665 -4.7944 -3.7570 0.00
H -0.9300 -2.2539 3.5828 0.00
H -0.4770 2.8104 3.0200 0.01
H 3.4275 2.2162 -2.1315 0.00
H -1.6885 1.6176 2.5893 0.00
H -1.4785 -4.3248 -2.5049 0.00
H 1.0035 -0.1647 -3.4097 0.02
H -0.3209 -4.0796 -1.2024 0.00
H 1.9481 -1.9628 5.0210 0.00
```

Summary:
HOMO (spin up / spin down), eV: -7.673 / -8.235
Calculated total energy, eV: -146699.6132
Orbital gap (spin up / spin down), eV: 5.9 / 6.5
<S²>: 1.0121
Multiplicity: 2